This record from the OMol25 dataset describes a 10-piece molecular cluster, C37H74O23S overall. The level of theory is wB97M-V/def2-TZVPD.

As for the SMILES: O=S1(=O)CCCC1.CCOC(=O)OC.CCOC(=O)OC.CCOC(=O)OC.CCOC(=O)OC.CCOC(=O)OC.CCOC(=O)OC.CC(C)=O.CC(C)=O.CC(C)=O. As for the HOMO energy: -9.347 eV. The LUMO energy comes out at 0.345 eV. Its charge is 0. As for the HOMO-LUMO gap: 9.69 eV.

Structure (XYZ):
```
135
Properties=species:S:1:pos:R:3:forces:R:3
C -4.651 0.669 4.690 -0.27 -1.10 1.40
H -4.154 1.335 4.018 0.32 0.21 -0.52
C -3.245 -2.655 -1.372 -0.66 -0.79 0.63
H 5.633 5.204 -1.247 -0.66 -0.47 -0.11
C -1.382 -3.870 1.595 0.63 -1.17 -0.56
H -1.121 -5.935 2.017 -0.60 -0.56 -0.07
H -5.702 5.591 0.328 0.12 -0.39 -0.22
H -2.003 2.758 0.151 0.26 0.53 -0.03
H -2.187 -3.891 -3.889 1.19 -0.27 0.40
H -4.135 -3.119 3.259 0.18 -0.16 0.18
O 3.939 3.969 -1.199 1.22 0.85 0.01
H -0.283 -2.262 -2.012 -0.16 0.49 0.40
H 5.904 -1.804 -2.870 0.48 0.18 -0.60
H 1.627 2.417 3.680 0.23 0.09 0.13
H 7.192 -3.103 0.280 0.18 0.04 -0.24
C 5.973 3.472 0.002 -0.04 0.58 -0.47
O -2.245 5.160 1.500 0.19 0.12 0.09
H -3.932 -3.516 -1.056 1.30 1.09 -0.39
H 3.593 -7.140 -4.447 -0.20 -0.23 -0.10
H 0.114 -2.359 1.892 0.32 0.23 -0.45
C -5.755 4.581 -0.105 -1.39 1.45 -0.90
H 6.141 0.448 -2.019 0.07 0.31 0.48
C -6.520 0.188 -1.401 0.44 -0.31 -0.23
C -5.476 -0.727 3.093 0.42 0.71 -0.68
H -0.680 6.000 3.341 -0.10 -0.06 0.11
C 1.836 -0.217 0.165 1.00 -0.94 -0.85
H -6.983 -0.717 -1.842 0.35 0.35 0.20
H 2.089 0.727 -0.258 0.77 0.73 0.06
C -3.748 1.535 -0.001 1.30 -0.02 0.00
O -1.464 0.784 0.390 -0.47 -0.38 -0.01
H 0.700 1.747 -1.667 0.26 0.18 -0.04
C -5.217 -3.045 3.289 -0.48 -0.52 0.31
H 2.345 -0.396 1.120 -0.35 0.15 -0.15
H -5.667 1.026 4.902 0.38 -0.02 -0.04
H 0.649 6.353 2.233 0.47 0.55 -0.32
O 5.143 0.539 2.262 0.21 -1.62 0.20
H -2.434 2.082 1.750 -0.14 -0.14 -1.07
H 0.006 4.078 -0.001 -0.30 0.58 -0.26
H -8.227 1.426 -1.782 -0.01 -0.02 -0.16
O 1.294 -2.292 -3.302 -0.07 -0.18 0.41
H 5.696 2.449 0.013 0.19 -1.31 -0.28
H 0.256 -0.603 -2.646 -0.16 -0.83 -0.12
O 2.227 3.096 -1.967 -1.64 0.08 -0.27
C -7.174 1.367 -2.062 -0.58 0.25 -0.27
C 1.422 2.025 -2.445 -0.77 0.12 0.17
O -4.709 -0.699 4.212 -0.94 0.99 -1.11
C 6.528 -2.265 0.084 0.13 0.47 0.20
H -5.723 -5.071 3.376 0.19 -0.18 -0.18
O 4.125 1.900 -2.168 -0.13 1.08 0.10
C 2.988 3.267 2.305 0.80 0.68 0.36
O 5.469 -4.128 -1.535 0.42 -0.35 -0.57
H 1.850 4.154 3.824 0.30 -0.31 0.23
H 4.256 -1.308 -2.555 -0.10 0.27 0.25
C 5.880 -0.321 -1.292 1.49 -0.49 -0.38
C -3.193 -3.572 -3.780 -0.49 1.35 0.22
C 0.050 -1.670 -2.856 -0.02 -0.70 -1.06
C 2.849 -5.468 -3.230 1.49 0.13 -1.06
C -0.150 0.899 0.572 -0.95 1.50 0.66
C -3.359 -2.386 -2.840 0.37 0.15 -0.08
H 7.775 -0.386 0.017 -0.56 -0.23 -0.25
H -3.465 -1.787 -0.770 -0.49 0.41 0.00
H 5.680 3.680 -2.199 0.31 0.18 0.54
H -7.106 1.297 -3.151 -0.04 -0.01 0.08
H -6.700 0.157 -0.324 0.13 0.10 -0.04
H -4.089 0.495 5.602 0.05 0.69 0.21
H 0.376 4.731 2.712 0.37 -0.86 0.35
H 3.736 -5.297 -2.532 -1.34 -0.64 -0.88
H 2.136 -0.996 -0.569 -0.25 0.31 0.68
O 5.475 2.517 3.176 0.48 1.17 0.95
H -6.202 3.938 0.636 0.28 -0.52 0.12
C 3.512 2.899 -1.836 -0.05 -1.21 0.27
S 5.175 -2.849 -0.959 -2.18 1.46 1.29
C 3.224 -6.131 -4.586 -0.13 1.42 0.50
H 2.182 3.435 1.603 0.18 -0.47 -0.50
H -4.120 2.398 -0.539 -0.47 -0.07 0.22
O 0.374 -4.316 -2.752 1.18 1.05 -0.16
C 5.242 -1.426 -2.113 -0.33 -1.48 0.80
C 7.151 -1.011 -0.647 -0.93 -1.10 -0.14
H -0.069 -5.482 0.655 -0.43 0.71 1.12
H 2.047 -6.083 -2.837 -0.26 0.63 0.61
H 2.067 1.189 -2.646 0.03 -0.44 -0.50
C -1.057 5.322 1.316 0.09 0.17 0.71
C 1.316 -3.633 -3.150 -1.93 -0.43 0.03
H -4.776 4.298 -0.475 -0.21 -0.23 -0.07
C -0.484 -5.155 1.656 0.33 0.81 -0.21
H 0.303 5.818 -0.316 -0.27 -0.21 0.03
H -1.333 5.113 -0.726 0.52 -0.16 -0.16
H 6.362 0.128 3.948 -0.15 0.12 0.21
H -4.416 1.110 0.720 -0.70 -0.07 0.15
O -3.526 -1.268 -3.299 0.06 -0.56 0.37
H 7.133 0.863 2.497 0.15 -0.61 0.41
H -0.734 -2.914 3.232 -0.14 0.32 1.09
H -5.434 0.178 -1.611 -0.60 -0.19 0.11
C -5.877 -4.250 2.673 -0.51 -0.35 0.99
O 3.640 2.019 2.009 -1.92 0.09 -1.26
H 3.991 -5.529 -5.065 0.33 -0.07 0.01
H 3.712 4.093 2.209 -0.14 -0.37 0.06
H 0.826 2.376 -3.297 0.51 -0.17 0.02
H 0.292 -5.085 2.430 0.20 0.24 -0.53
C 6.399 0.130 2.868 -0.41 1.48 -0.94
H 3.082 3.073 4.464 0.78 -0.16 0.64
H -5.591 -2.852 4.269 0.19 -0.52 1.13
H -0.697 -1.830 -3.671 0.50 0.56 0.63
C -2.429 1.905 0.640 1.39 -0.43 0.93
C -0.885 -2.591 2.222 0.29 -1.43 -0.41
O 0.428 -0.242 0.227 -0.87 -0.21 0.26
H 6.017 -2.037 1.026 0.14 0.22 -0.26
C -0.112 5.648 2.489 -1.29 0.11 -0.90
H -3.496 0.798 -0.751 -0.16 -0.32 -0.28
O -6.769 4.762 -1.201 1.48 0.47 1.63
C 5.365 4.130 -1.243 1.17 -0.01 0.18
O -5.941 0.227 2.518 0.19 0.27 0.70
H 5.455 3.838 0.864 -0.11 0.71 0.57
H -5.377 -4.473 1.758 0.05 -0.34 -0.84
O 3.911 -2.733 -0.195 1.65 -0.11 -0.87
C -7.385 3.700 -1.679 0.10 -0.16 -0.95
O -5.619 -1.910 2.583 -0.49 -0.08 -1.55
H -1.573 -1.785 2.095 -0.38 0.49 0.04
O 2.454 -4.097 -3.599 0.61 -0.50 0.49
C -0.471 5.086 -0.048 0.17 -0.22 0.19
H 7.807 -1.439 -1.436 -0.31 0.55 0.33
H -3.784 -4.423 -3.503 -0.46 -0.36 0.06
O -2.482 -3.990 1.113 -0.23 0.31 0.17
H 5.250 0.070 -0.498 -0.24 0.09 -0.13
O -6.562 2.620 -1.681 -0.58 0.06 0.47
H -2.196 -2.845 -1.107 -0.32 -0.64 -0.28
H 6.536 -0.848 2.480 0.45 -0.74 -0.15
C 2.392 3.207 3.671 -1.65 0.45 -0.30
H 7.053 3.610 0.163 -0.40 -0.02 -0.37
H 2.355 -6.032 -5.260 0.21 -0.59 0.38
H -6.982 -4.196 2.564 0.80 0.43 -0.12
O -8.489 3.797 -2.151 0.43 -0.76 0.23
C 4.783 1.769 2.553 0.86 0.17 0.13
O 0.408 1.908 0.982 -0.18 -0.86 -0.38
H -3.447 -3.119 -4.712 -0.56 -0.29 -0.99
```
Forces are in eV/Å.